C4H18NO4 | the ωB97M-V functional and the def2-TZVPD basis

maximum force	2.59	eV/A
charge	+1
frontier orbital gap	0.4124	hartree

Last column: Mulliken charge in e.
CARTESIAN COORDINATES (ANGSTROEM)
C (0.13505, 2.09767, -1.17018)  -1.3375
C (0.56444, 1.66730, 0.19798)  -0.0833
C (0.26749, 0.16879, 0.60973)  0.3793
C (-1.18713, -0.28351, 0.18503)  -1.5507
O (0.56172, 0.22069, 2.00354)  -0.6649
N (-0.08703, 2.49743, 1.36536)  -0.2352
H (0.25371, 3.11023, -1.57574)  0.3962
H (0.74871, 1.60027, -1.90394)  0.3315
H (-0.95619, 1.97328, -1.21543)  0.3506
H (1.69829, 1.75955, 0.28911)  0.3375
H (1.10530, -0.53716, 0.31877)  0.5157
H (-1.55958, 0.19448, -0.73075)  0.4352
H (-1.10635, -1.35364, 0.08619)  0.2805
H (-1.91781, -0.09812, 0.96513)  0.3980
H (0.63303, -0.72223, 2.34862)  0.4483
H (-0.02330, 1.86610, 2.18380)  0.3258
H (0.39899, 3.36360, 1.45500)  0.3380
H (-1.00205, 2.75614, 1.00494)  0.3535
H (0.65403, -3.38998, -1.69858)  0.3054
H (0.77373, -2.11366, -2.66821)  0.3229
O (0.19560, -2.60636, -2.01899)  -0.6942
H (-1.73373, -0.79364, -3.55418)  0.2910
H (-0.74930, -1.02836, -2.36868)  0.3679
O (-1.16182, -0.34676, -2.90915)  -0.5969
H (0.68878, -2.92860, 2.88547)  0.3164
H (0.45066, -2.57734, 1.33560)  0.3185
O (0.84622, -2.31642, 2.16614)  -0.6500

***

C4H18O5 | the ωB97M-V functional and the def2-TZVPD basis

structure (SMILES)	CCO.CCO.O.O.O
maximum force	0.86	eV/A
frontier orbital gap	0.3705	hartree

Last column: Mulliken charge in e.
CARTESIAN COORDINATES (ANGSTROEM)
C (2.80008, -0.69462, -1.38180)  -0.8505
C (2.56285, 0.73244, -0.90563)  -0.1462
O (1.31010, 1.25598, -1.34992)  -0.5635
H (2.51477, -0.78462, -2.42708)  0.2734
H (2.19033, -1.40287, -0.80926)  0.1506
H (3.83840, -0.99872, -1.23374)  0.3462
H (3.32425, 1.39314, -1.31737)  0.3241
H (2.60569, 0.78605, 0.18644)  0.1303
H (0.61219, 0.81965, -0.84305)  0.3534
C (0.57629, -0.72874, 2.02107)  -0.8981
C (-0.74730, -0.06530, 1.78820)  -0.3688
O (-0.79095, 0.55172, 0.48841)  -0.4397
H (0.75582, -1.43559, 1.20777)  0.1047
H (0.52852, -1.32913, 2.93466)  0.3695
H (1.39407, -0.01964, 2.10922)  0.2394
H (-0.99449, 0.70377, 2.52616)  0.3898
H (-1.56312, -0.79410, 1.84090)  0.2749
H (-0.86818, 1.50200, 0.64449)  0.3443
O (-2.42017, 0.41785, -2.64599)  -0.6178
H (-3.21057, 0.13363, -2.17943)  0.3015
H (-1.96397, 0.99475, -2.02668)  0.3080
O (-2.41760, 2.92747, 1.14053)  -0.6510
H (-3.23903, 2.45708, 1.31182)  0.3280
H (-2.53831, 3.32843, 0.27376)  0.3144
O (-1.38052, -3.14922, -0.82540)  -0.6231
H (-1.89149, -3.88085, -0.46800)  0.3001
H (-0.98768, -2.72053, -0.06008)  0.3059

***

C4H19CdINO5 | the ωB97M-V functional and the def2-TZVPD basis

maximum force	4.40	eV/A
charge	+1
frontier orbital gap	0.2667	hartree

Last column: Mulliken charge in e.
CARTESIAN COORDINATES (ANGSTROEM)
Cd (-6.10929, 4.79713, 13.86599)  0.9640
I (-4.22083, 6.78298, 14.99455)  -0.5181
C (-6.19074, 2.28827, 16.97660)  -1.6630
C (-5.08133, 3.08815, 16.31836)  1.0253
C (-3.69768, 2.53388, 16.65508)  -1.0675
O (-3.44157, 2.46337, 18.07604)  -0.3923
C (-3.16541, 3.74508, 18.59830)  -0.6617
N (-5.28052, 3.03018, 14.85786)  -0.5569
H (-6.11567, 2.41688, 18.05637)  0.4019
H (-6.14388, 1.20011, 16.93408)  0.4250
H (-7.21913, 2.58792, 16.77481)  0.3852
H (-5.22089, 4.15896, 16.46671)  -0.0497
H (-2.92055, 3.14048, 16.19009)  0.4696
H (-3.44551, 1.57566, 16.20084)  0.4512
H (-2.23409, 4.10114, 18.15789)  0.3080
H (-2.98622, 3.59046, 19.66229)  0.2501
H (-4.00860, 4.41347, 18.42403)  0.2766
H (-5.90812, 2.25628, 14.69263)  0.2865
H (-4.45577, 2.71817, 14.36538)  0.2610
O (-7.29706, 6.18186, 12.66707)  -0.4434
H (-7.43869, 5.86470, 11.77511)  0.3037
H (-7.52418, 7.11099, 12.63029)  0.2735
O (-7.45084, 3.54726, 12.89254)  -0.5043
H (-7.27423, 2.60654, 12.90215)  0.2685
H (-8.20309, 3.64426, 12.30863)  0.2817
O (-7.49603, 5.11918, 15.30567)  -0.4219
H (-8.32305, 4.71060, 15.56123)  0.2634
H (-7.47271, 5.94091, 15.79602)  0.2791
O (-4.66860, 4.47172, 12.36539)  -0.4692
H (-4.51479, 5.09615, 11.65640)  0.3001
H (-3.80875, 4.08830, 12.53824)  0.2736

***

It is found that the LUMO values, taken in the order of the records, are -2.8; 0.3; -3.7 eV.
It is found that the energy relative to the best compared isomer or geometry (same formula, charge and spin) values, taken in the order of the records, are 105.68; 40.68; 180.99 kJ/mol.